Entry from OMol25: a structure of composition C29H48ClF6OPTl at a distorted geometry (the ωB97M-V functional and the def2-TZVPD basis).

Results
Electronic energy ... -75712.8005 eV
E_HOMO ... -3.57 eV
Largest force on an atom ... 2.913 eV/A
Total charge ... -1
Multiplicity ... 1
HOMO-LUMO gap ... 0.22084 Ha
LUMO ... 0.090 Eh
ΔE to the lowest compared entry with this formula, charge and spin ... 0.00 kJ/mol

Geometry as XYZ:
```
87
Properties=species:S:1:pos:R:3:forces:R:3
Tl -0.440 1.815 2.454 -0.7 -0.1 0.0
P -0.176 0.503 -1.218 -1.0 -0.2 2.7
Cl 1.111 3.606 1.017 0.5 0.2 -0.2
C -0.869 -0.076 0.255 1.5 0.8 -0.2
H -0.295 -0.614 1.003 -0.3 0.0 -0.4
H -1.910 0.161 0.441 0.1 -0.1 0.0
C 1.662 0.758 -1.196 -0.4 0.0 -0.1
C -0.919 2.191 -1.359 0.6 -0.3 -0.6
C 2.215 0.865 -2.631 0.1 0.0 -0.1
H 1.744 1.726 -0.650 0.0 -0.4 -0.3
C 3.703 1.232 -2.655 -0.1 0.0 0.2
H 2.081 -0.112 -3.126 0.2 0.3 0.1
H 1.658 1.605 -3.223 0.2 -0.3 0.2
C 4.547 0.279 -1.799 -0.1 0.1 -0.2
H 4.044 1.206 -3.700 0.1 0.1 0.2
H 3.820 2.263 -2.286 0.0 -0.2 -0.1
C 3.956 0.058 -0.407 -0.2 0.2 0.0
H 4.644 -0.680 -2.322 -0.1 0.0 0.0
H 5.558 0.687 -1.715 0.0 -0.1 0.0
C 2.461 -0.312 -0.438 0.0 -0.2 0.1
H 4.517 -0.729 0.108 -0.1 0.1 0.0
H 4.067 0.986 0.171 0.0 -0.2 0.0
H 2.338 -1.284 -0.945 0.0 0.2 0.1
H 2.091 -0.439 0.589 0.0 0.1 -0.2
C -0.746 -0.632 -2.540 0.4 0.6 -0.6
C -2.421 2.139 -1.639 0.1 0.1 -0.1
H -0.709 2.597 -0.350 -0.2 -0.3 -0.4
C -3.021 3.544 -1.519 0.1 0.0 0.1
H -2.573 1.757 -2.662 -0.1 0.1 0.2
H -2.937 1.447 -0.957 0.2 0.2 -0.1
C -2.283 4.586 -2.372 0.0 -0.1 -0.1
H -4.073 3.502 -1.818 0.0 0.1 0.1
H -2.980 3.858 -0.466 0.0 -0.1 -0.2
C -0.761 4.529 -2.215 0.1 -0.1 0.1
H -2.550 4.445 -3.428 0.0 -0.1 0.0
H -2.625 5.589 -2.100 -0.1 0.0 0.0
C -0.201 3.114 -2.351 -0.3 0.2 0.0
H -0.276 5.164 -2.964 -0.1 0.1 0.1
H -0.482 4.891 -1.215 0.0 0.0 -0.2
H -0.360 2.735 -3.372 0.1 0.2 0.1
H 0.878 3.143 -2.148 -0.3 0.0 0.0
C -0.037 -1.991 -2.492 0.0 -0.1 0.0
H -1.810 -0.795 -2.291 0.3 0.2 0.0
C -0.678 -2.959 -3.498 0.0 0.1 0.1
H 1.032 -1.859 -2.729 -0.3 0.0 0.0
H -0.086 -2.421 -1.481 0.0 0.2 -0.3
C -0.813 -2.370 -4.911 0.0 0.0 0.0
H -0.080 -3.879 -3.530 -0.2 0.1 0.0
H -1.680 -3.226 -3.124 0.2 0.0 -0.1
C -1.373 -0.943 -4.932 0.1 0.2 0.1
H 0.166 -2.387 -5.409 -0.1 0.1 0.1
H -1.474 -3.012 -5.501 0.1 0.0 0.0
C -0.647 -0.025 -3.941 -0.2 -0.3 -0.4
H -1.289 -0.509 -5.938 -0.2 -0.2 0.1
H -2.438 -0.965 -4.653 0.2 0.0 -0.1
H 0.413 0.064 -4.223 -0.4 0.0 -0.1
H -1.077 0.987 -3.974 0.1 -0.4 0.0
C -0.163 -3.074 1.092 -1.6 0.3 -0.2
C -1.481 -2.828 0.868 1.3 -1.3 0.1
H 0.575 -3.006 0.285 -0.4 -0.2 0.1
C -2.515 -2.773 1.957 0.0 -0.3 0.5
H -1.878 -2.763 -0.146 0.3 0.3 0.2
C -1.915 -2.875 3.380 -0.1 0.3 -0.1
H -3.117 -1.853 1.874 0.3 -0.1 -0.1
H -3.235 -3.597 1.822 0.1 0.1 -0.1
C -0.696 -3.789 3.435 0.3 0.0 -0.2
H -1.594 -1.872 3.698 0.0 -0.2 0.0
H -2.686 -3.225 4.082 0.1 0.1 -0.1
C 0.384 -3.260 2.470 0.0 0.1 0.6
H -0.297 -3.835 4.453 0.0 0.1 -0.1
H -0.962 -4.818 3.162 -0.1 0.1 -0.1
H 0.747 -2.297 2.880 -0.1 -0.2 -0.2
H 1.250 -3.932 2.441 -0.1 0.0 0.0
C -0.916 -0.136 6.172 -0.6 -0.2 0.3
C 0.339 0.224 5.422 1.6 0.0 -0.8
O 0.287 0.085 4.082 -0.1 0.3 0.2
C 0.656 1.715 5.851 -0.3 0.4 -0.2
F 0.528 1.912 7.197 0.4 0.0 -0.4
F 1.864 2.194 5.484 -0.7 -0.3 0.2
F -0.278 2.552 5.278 0.7 -0.5 0.5
C 1.529 -0.722 5.912 -0.5 -0.2 -0.1
F 1.446 -0.995 7.249 0.4 0.1 -0.3
F 1.441 -1.934 5.278 0.1 0.9 0.6
F 2.775 -0.257 5.666 -0.7 -0.3 0.2
H -1.734 0.476 5.793 0.0 0.0 0.0
H -0.796 0.050 7.237 -0.2 -0.2 0.1
H -1.174 -1.178 5.999 0.1 -0.1 0.0
```
Positions in Å, forces in eV/Å.